Entry 1:
Computed, not measured: C5H7NO2 in the gas phase, with ωB97M-V/def2-TZVPD.

Each line ends with the Löwdin charge.
Element x y z (Å)
O (1.94925, -1.39072, -0.95334)  0.119
C (1.10813, -0.89044, -0.23830)  -0.250
C (-0.25443, -1.29085, 0.34581)  -0.104
C (-1.16901, -0.41008, -0.67517)  -0.031
C (-0.43210, 1.11165, -0.50621)  -0.354
O (-1.24540, 2.07144, 0.21594)  -0.103
C (0.60913, 0.57390, 0.27582)  -0.280
N (-0.17892, -0.04536, 1.37947)  0.005
H (-0.70040, -2.19029, 0.79659)  0.136
H (-1.20803, -0.80648, -1.70930)  0.104
H (-2.28944, -0.32854, -0.46162)  0.130
H (-0.33928, 1.47689, -1.45139)  0.113
H (-1.11121, 1.27232, 1.06393)  0.167
H (1.49137, 1.27237, 0.76855)  0.203
H (0.60830, -0.38966, 2.02450)  0.146

relative energy (zero: lowest compared OMol25 entry of this formula, charge and spin)	4.584	eV
orbital gap	10.2	eV
DFT total energy	-10879.0334	eV
SMILES	O=C1[C@@H]2C[C@@H](O)[C@H]1N2
M	113.12	g mol⁻¹
LUMO level	0.0114	hartree
2S+1	1


Entry 2:
Computed, not measured: C24H19F5N3O2STa as an isolated structure, with ωB97M-V/def2-TZVPD.

Each line ends with the Löwdin charge.
Element x y z (Å)
Ta (0.30908, 0.53598, 0.52399)  1.694
C (-3.38517, -0.85068, 2.04033)  0.014
C (-2.69665, 0.13896, 1.16857)  -0.288
O (-1.27751, 0.17036, 1.33834)  -0.265
C (-3.16660, 1.01404, 0.29050)  0.041
C (-2.18673, 1.95678, -0.26778)  -0.318
C (-2.18013, 3.35227, 0.24831)  0.003
N (-1.30313, 1.58906, -1.14447)  0.002
N (-1.66412, 0.53974, -1.95878)  0.136
C (-0.81704, -0.39735, -2.02853)  -0.289
O (0.23210, -0.30977, -1.10018)  -0.236
C (-0.78598, -1.56444, -2.88787)  -0.159
C (0.18160, -2.55681, -2.72718)  -0.014
C (0.18026, -3.64990, -3.57394)  -0.048
C (-0.77797, -3.75576, -4.57461)  -0.036
C (-1.73891, -2.76509, -4.73685)  -0.040
C (-1.74701, -1.66647, -3.89902)  -0.002
H (-2.66792, -1.37861, 2.66354)  0.093
H (-4.10462, -0.35265, 2.68938)  0.107
H (-3.92243, -1.58058, 1.43518)  0.107
H (-4.23536, 1.12639, 0.15613)  0.157
H (-2.92512, 3.88509, -0.35534)  0.127
H (-2.49418, 3.42247, 1.28802)  0.104
H (-1.22713, 3.84601, 0.07597)  0.060
H (0.93827, -2.47385, -1.95845)  0.092
H (0.92775, -4.42258, -3.45751)  0.114
H (-0.77461, -4.61208, -5.23513)  0.120
H (-2.47864, -2.84930, -5.52064)  0.120
H (-2.48543, -0.88583, -4.02151)  0.123
N (1.97613, -0.85657, 1.12041)  -0.009
C (2.78961, -1.36687, -0.00789)  -0.317
C (3.30035, -0.45554, -0.91317)  -0.055
C (4.06398, -0.92729, -1.97118)  -0.033
C (4.30461, -2.28901, -2.10029)  -0.039
C (3.79357, -3.18348, -1.17141)  -0.044
C (3.02818, -2.72443, -0.10646)  -0.029
H (1.60825, -1.66153, 1.63293)  0.129
H (2.61053, -0.40912, 1.78651)  0.130
H (3.14134, 0.61458, -0.80580)  0.101
H (4.47515, -0.22986, -2.68746)  0.124
H (4.90466, -2.65161, -2.92318)  0.123
H (3.99557, -4.24139, -1.26698)  0.124
H (2.63385, -3.42095, 0.62429)  0.126
F (-0.71362, 3.64998, 6.26152)  0.195
C (-0.30535, 3.43046, 5.03507)  -0.108
C (0.09262, 2.14771, 4.66043)  -0.131
F (0.06482, 1.14929, 5.52185)  0.172
C (0.50320, 1.95493, 3.36367)  -0.209
F (0.91013, 0.69911, 2.97149)  -0.022
C (0.54526, 2.96130, 2.40990)  -0.475
S (1.16897, 2.69933, 0.76550)  0.763
C (0.14274, 4.23006, 2.80633)  -0.235
F (0.17190, 5.23254, 1.94468)  0.132
C (-0.27855, 4.46773, 4.11069)  -0.117
F (-0.65459, 5.67524, 4.46808)  0.187

relative energy (zero: lowest compared OMol25 entry of this formula, charge and spin)	2.028	eV
orbital gap	6.7	eV
DFT total energy	-59720.4004	eV
total charge	+2
M	689.44	g mol⁻¹
LUMO level	-0.2844	hartree
2S+1	1


Entry 3:
Computed, not measured: a 7-piece molecular cluster, C6H26O7 overall, with ωB97M-V/def2-TZVPD.

Each line ends with the Löwdin charge.
Element x y z (Å)
C (-14.10665, 5.28766, -5.09602)  -0.160
O (-13.73140, 5.73488, -6.35133)  -0.121
H (-14.02502, 6.13939, -4.42038)  0.048
H (-15.11849, 5.01532, -4.95782)  0.075
H (-13.48589, 4.42694, -4.86871)  0.090
H (-14.43932, 5.56402, -6.97591)  0.048
C (-16.03728, 9.22328, -2.93408)  -0.133
O (-15.82993, 7.87349, -3.28195)  -0.149
H (-16.51816, 9.71473, -3.77221)  0.072
H (-16.79129, 9.20277, -2.15707)  0.084
H (-15.10053, 9.76895, -2.72266)  0.088
H (-15.01433, 7.87837, -3.83322)  0.065
C (-14.82672, 5.12449, -1.13505)  -0.151
O (-15.60787, 5.49329, -2.26546)  -0.139
H (-14.37980, 5.91482, -0.53757)  0.073
H (-15.51114, 4.61392, -0.43654)  0.076
H (-14.06133, 4.47099, -1.49775)  0.060
H (-15.64859, 6.43253, -2.42186)  -0.001
C (-10.59506, 6.10872, -9.17112)  -0.112
O (-11.51400, 5.05405, -8.70007)  -0.160
H (-9.93384, 5.62851, -9.91285)  0.082
H (-11.18509, 6.90112, -9.60421)  0.056
H (-9.96898, 6.54399, -8.34953)  0.084
H (-11.81632, 5.11491, -7.76871)  0.064
C (-11.50018, 9.05210, -7.03409)  -0.126
O (-12.48149, 9.98414, -6.53966)  -0.125
H (-11.68802, 8.03115, -6.70688)  0.068
H (-11.36219, 9.07200, -8.12847)  0.082
H (-10.62271, 9.39370, -6.55671)  0.072
H (-13.37569, 9.66516, -6.48670)  0.072
C (-14.92549, 5.90640, -10.21607)  -0.160
O (-14.65589, 5.32862, -8.96237)  -0.125
H (-16.02509, 6.21507, -10.18574)  0.101
H (-14.39663, 6.77891, -10.44810)  0.046
H (-14.84130, 5.17488, -11.09145)  0.102
H (-13.76480, 5.00202, -9.02256)  0.041
O (-12.83812, 8.60350, -3.95888)  -0.038
H (-12.55286, 9.13823, -4.72909)  0.020
H (-12.32170, 7.81807, -4.09113)  0.031

relative energy (zero: lowest compared OMol25 entry of this formula, charge and spin)	4.134	eV
orbital gap	10.0	eV
DFT total energy	-20973.1834	eV
SMILES	CO.CO.CO.CO.CO.CO.O
M	210.27	g mol⁻¹
LUMO level	0.0147	hartree
2S+1	1


Entry 4:
Computed, not measured: a 5-piece molecular cluster, H11NO4 overall, with ωB97M-V/def2-TZVPD.

Each line ends with the Löwdin charge.
Element x y z (Å)
N (-1.60480, 0.29452, -1.05616)  0.024
H (-1.63364, -0.46050, -0.37326)  -0.004
H (-1.83412, -0.23876, -1.89890)  0.034
H (-2.47183, 0.79842, -0.93239)  0.028
O (0.22427, 2.40025, -1.34095)  -0.087
H (0.21049, 1.72456, -0.66344)  -0.016
H (-0.39805, 2.06163, -1.98398)  0.000
O (1.60639, 0.25473, 1.87039)  -0.068
H (0.66107, 0.22476, 1.68583)  -0.021
H (1.97739, 1.13130, 1.95028)  0.033
O (-1.02354, -0.70607, 1.84766)  -0.046
H (-0.66288, -1.59560, 1.79556)  0.062
H (-1.35545, -0.54573, 2.73471)  0.065
O (0.99262, -2.11615, -1.47167)  -0.058
H (1.39381, -1.37305, -1.92679)  0.034
H (1.08088, -1.81229, -0.55997)  0.020

relative energy (zero: lowest compared OMol25 entry of this formula, charge and spin)	1.115	eV
orbital gap	10.9	eV
DFT total energy	-9858.6039	eV
SMILES	N.O.O.O.O
M	89.09	g mol⁻¹
LUMO level	0.0089	hartree
2S+1	1


Entry 5:
Computed, not measured: a 2-piece molecular cluster, C4H10Cl2N2 overall, with ωB97M-V/def2-TZVPD.

Each line ends with the Löwdin charge.
Element x y z (Å)
C (2.18678, 0.11446, -0.99509)  -0.086
C (1.51182, 0.20532, 0.39704)  -0.275
C (-3.55442, 0.29743, 0.58239)  -0.537
C (0.03861, 0.05558, 0.54643)  -0.593
N (-3.62363, -1.03110, 0.74615)  -0.036
N (-0.77080, 0.90047, -0.19737)  0.038
Cl (-5.18191, 0.93127, 0.83436)  0.522
Cl (-0.35257, -1.81207, -0.06184)  0.361
H (2.16906, 1.08315, -1.55127)  0.093
H (3.22676, 0.00671, -0.83460)  0.060
H (1.95146, -0.64844, -1.54858)  -0.007
H (1.93342, -0.60507, 1.02305)  0.108
H (1.86982, 1.09314, 0.82058)  0.091
H (-0.34515, 0.08662, 1.58253)  0.117
H (-4.50235, -1.45836, 1.12188)  0.094
H (-2.79183, -1.60595, 0.81162)  0.018
H (-1.70445, 0.89925, 0.00347)  -0.059
H (-0.53610, 1.20720, -1.11324)  0.091

relative energy (zero: lowest compared OMol25 entry of this formula, charge and spin)	0.000	eV
orbital gap	10.0	eV
DFT total energy	-32333.5600	eV
M	157.04	g mol⁻¹
LUMO level	0.0276	hartree
2S+1	1


Entry 6:
Computed, not measured: a 2-piece molecular cluster, C4H12N2O2 overall, with ωB97M-V/def2-TZVPD.

Each line ends with the Löwdin charge.
Element x y z (Å)
C (-0.79758, -0.81740, -2.05993)  -0.113
C (-0.64635, -1.35571, -0.70837)  -0.348
N (0.46604, -0.91443, 0.08010)  0.017
C (0.61605, 0.29305, 0.88702)  -0.411
O (1.65804, 0.72129, 1.31632)  0.058
C (-0.78002, 0.89166, 1.35558)  -0.233
N (-1.14843, 1.57172, 2.55950)  -0.013
H (-1.43725, -1.60796, -2.54878)  0.092
H (-1.39395, 0.19889, -2.08510)  0.106
H (0.04667, -0.52132, -2.66013)  0.063
H (-0.71373, -2.44911, -0.59778)  0.115
H (-1.60845, -1.14842, -0.00587)  0.146
H (1.35482, -1.31977, -0.30047)  0.149
H (-1.53252, 1.02315, 0.37651)  0.157
H (-1.10605, -0.08841, 1.71306)  0.089
H (-2.08034, 1.84390, 2.54026)  0.043
H (-0.31260, 2.19557, 2.82916)  0.122
O (3.33159, 0.39881, -1.24820)  -0.058
H (2.44826, 0.56686, -1.16002)  -0.065
H (3.63578, 0.51763, -0.28285)  0.085

relative energy (zero: lowest compared OMol25 entry of this formula, charge and spin)	3.836	eV
orbital gap	9.8	eV
DFT total energy	-11415.3811	eV
SMILES	CCNC(=O)CN.O
M	120.15	g mol⁻¹
LUMO level	0.0266	hartree
2S+1	1


Entry 7:
Computed, not measured: C34H33F5N5O5TeV as an isolated structure, with ωB97M-V/def2-TZVPD.

Each line ends with the Löwdin charge.
Element x y z (Å)
V (-2.15182, 0.39407, 0.27359)  0.995
C (5.71180, -0.54790, 1.64425)  -0.077
O (4.31137, -0.66691, 1.54584)  -0.091
C (3.71932, -1.73070, 2.17713)  -0.203
C (4.40181, -2.73511, 2.84697)  -0.017
C (3.70504, -3.77431, 3.44539)  -0.076
C (2.32446, -3.81280, 3.39476)  -0.071
C (1.62815, -2.80528, 2.74609)  -0.011
C (2.31344, -1.77088, 2.12096)  -0.151
N (1.66258, -0.70563, 1.47797)  0.184
C (0.49970, -0.73411, 0.76287)  -0.296
N (0.11829, -1.94652, 0.32960)  0.185
C (-1.08202, -2.36126, -0.25604)  -0.152
C (-2.16945, -1.53908, -0.47991)  -0.133
C (-3.31324, -2.08324, -1.04215)  -0.101
C (-3.36555, -3.42087, -1.38961)  -0.055
C (-2.27130, -4.24815, -1.18489)  -0.011
C (-1.12640, -3.72974, -0.61287)  -0.195
O (0.02175, -4.44290, -0.35394)  -0.102
C (0.15233, -5.72994, -0.91736)  -0.072
N (-0.14579, 0.36673, 0.45405)  0.028
C (0.44716, 1.57898, 0.90085)  -0.233
C (-0.01703, 2.24257, 2.02904)  0.003
C (0.55185, 3.43728, 2.42999)  -0.044
C (1.60744, 3.97141, 1.71582)  -0.062
C (2.11101, 3.30866, 0.60743)  -0.015
C (1.54049, 2.11315, 0.19504)  -0.235
O (1.98788, 1.37977, -0.88790)  -0.116
C (3.29366, 1.66729, -1.33976)  -0.080
H (5.96822, 0.37271, 1.12288)  0.090
H (6.22175, -1.38882, 1.16293)  0.100
H (6.03507, -0.47441, 2.68715)  0.101
H (5.47834, -2.71904, 2.90457)  0.105
H (4.25417, -4.54419, 3.96641)  0.107
H (1.78187, -4.61493, 3.86846)  0.109
H (0.54893, -2.80559, 2.76013)  0.132
H (2.12484, 0.19120, 1.55861)  0.147
H (0.72174, -2.72423, 0.57900)  0.132
H (-4.19948, -1.47808, -1.17060)  0.103
H (-4.26853, -3.83190, -1.81475)  0.110
H (-2.33359, -5.29298, -1.44285)  0.107
H (-0.58723, -6.43031, -0.51887)  0.095
H (1.15233, -6.06350, -0.64109)  0.095
H (0.06898, -5.68851, -2.00890)  0.102
H (-0.83553, 1.80701, 2.58560)  0.109
H (0.16068, 3.94215, 3.29812)  0.117
H (2.04400, 4.91005, 2.02229)  0.109
H (2.94563, 3.73550, 0.07142)  0.108
H (3.58221, 0.84661, -1.99462)  0.092
H (3.99355, 1.71884, -0.50236)  0.093
H (3.32783, 2.61114, -1.89235)  0.100
C (-1.96349, 5.27191, -0.03324)  -0.083
C (-2.85271, 4.59078, 0.77508)  -0.049
C (-2.91995, 3.20144, 0.72387)  -0.083
C (-2.09457, 2.50539, -0.13036)  -0.160
C (-1.22073, 3.18137, -0.96140)  -0.103
C (-1.15598, 4.56788, -0.90693)  -0.077
H (-1.89625, 6.34781, 0.01621)  0.102
H (-3.49543, 5.11767, 1.46305)  0.114
H (-3.62237, 2.69732, 1.37316)  0.057
H (-0.55504, 2.66465, -1.64397)  0.098
H (-0.45867, 5.08673, -1.54993)  0.104
N (1.46478, 0.68359, -3.97078)  0.195
C (0.37044, 0.27318, -4.64656)  -0.506
O (0.41547, -0.17960, -5.76799)  0.078
C (-0.92001, 0.47075, -3.90538)  -0.089
C (-2.07309, 0.77736, -4.62511)  0.029
C (-3.24377, 0.99401, -3.91855)  -0.003
C (-3.23346, 0.87510, -2.53690)  -0.083
N (-2.14376, 0.54935, -1.83841)  -0.065
C (-1.01537, 0.35494, -2.52432)  -0.066
H (2.35592, 0.60303, -4.42910)  0.117
H (1.42018, 1.02481, -3.02703)  0.060
H (-2.03039, 0.83660, -5.70335)  0.128
H (-4.15245, 1.26893, -4.43324)  0.116
H (-4.13929, 1.04950, -1.96989)  0.126
H (-0.15367, 0.07724, -1.92970)  0.114
F (-3.14467, -0.86504, 4.21602)  -0.531
Te (-3.89527, 0.06444, 2.59352)  2.041
F (-3.27926, 1.57699, 3.76946)  -0.503
F (-3.46058, -1.91199, 1.89207)  -0.560
F (-5.27110, 1.77496, 2.24836)  -0.638
F (-4.07714, 0.43448, 0.24056)  -0.430
O (-2.21105, 0.28113, 1.90645)  -0.615

orbital gap	6.6	eV
DFT total energy	-100049.0840	eV
M	865.20	g mol⁻¹
LUMO level	-0.0670	hartree
2S+1	1


Entry 8:
Computed, not measured: C12H30Br3HfO9S2 as an isolated structure, with ωB97M-V/def2-TZVPD.

Each line ends with the Löwdin charge.
Element x y z (Å)
Hf (0.75389, -0.60650, -0.23120)  1.376
Br (-1.72549, 0.74038, -0.88406)  0.502
Br (0.28313, -3.15020, -1.14220)  0.144
Br (2.36569, 1.68755, -0.58727)  0.129
O (-0.81442, -1.69643, 1.36842)  -0.556
S (-1.89432, -2.20718, 2.25035)  0.692
O (-2.32552, -1.52421, 3.45730)  -0.251
O (-3.18714, -2.47114, 1.26747)  -0.277
C (-4.52029, -2.19014, 1.88125)  -0.208
C (-5.41194, -2.40418, 0.68358)  -0.061
C (-1.50136, -3.94650, 2.58478)  -0.073
H (-4.58313, -1.23569, 2.40390)  0.120
H (-4.70955, -2.91729, 2.67089)  0.124
H (-5.13794, -1.77876, -0.16605)  0.077
H (-6.42414, -2.08364, 0.93017)  0.097
H (-5.33980, -3.38580, 0.21526)  0.093
H (-1.29960, -4.56245, 1.70843)  0.080
H (-2.39747, -4.27145, 3.11347)  0.081
H (-0.64624, -3.99718, 3.25881)  0.084
O (-0.94360, 2.97930, 2.37462)  -0.257
S (-0.05023, 1.87231, 2.77313)  0.749
O (0.23006, 0.75723, 1.83094)  -0.536
O (1.44158, 2.50770, 3.21867)  -0.264
C (1.50847, 3.87371, 3.10944)  -0.328
C (2.91331, 4.28354, 3.53741)  -0.039
C (-0.34857, 1.23113, 4.48025)  -0.053
H (0.77193, 4.30520, 3.78725)  0.124
H (1.25270, 4.17477, 2.09354)  0.120
H (3.71776, 4.05958, 2.83684)  0.083
H (3.17443, 3.81812, 4.48784)  0.086
H (2.92874, 5.35537, 3.73501)  0.090
H (0.44502, 0.67038, 4.97409)  0.095
H (-1.29087, 0.68615, 4.42382)  0.054
H (-0.59752, 2.16069, 4.99215)  0.083
C (-0.33504, 2.95875, -4.57422)  -0.046
O (-0.06732, 1.69584, -3.97645)  -0.202
C (-0.36263, 0.57972, -4.76602)  -0.173
C (-0.34532, -0.65692, -3.76376)  -0.153
O (0.74416, -0.52414, -2.80436)  -0.382
C (2.02256, -0.25848, -3.40281)  -0.219
C (3.05099, -1.19829, -2.81429)  -0.161
O (3.04245, -1.25766, -1.33237)  -0.412
C (4.24357, -1.91843, -0.89497)  -0.066
H (0.39066, 3.26305, -5.32846)  0.105
H (-0.21502, 3.61246, -3.71030)  0.102
H (-1.33634, 3.01797, -5.00081)  0.101
H (0.24027, 0.39877, -5.65588)  0.136
H (-1.36027, 0.74873, -5.17129)  0.132
H (-0.28497, -1.62804, -4.25507)  0.131
H (-1.33659, -0.79322, -3.33143)  0.086
H (2.32689, 0.78777, -3.43162)  0.107
H (2.08332, -0.51473, -4.46052)  0.143
H (3.98696, -0.72131, -3.10506)  0.139
H (3.05290, -2.11291, -3.40724)  0.145
H (5.13923, -1.74631, -1.49186)  0.106
H (4.10987, -2.99622, -0.80225)  0.104
H (4.57231, -1.47071, 0.04288)  0.099

⟨S²⟩	0.75
orbital gap (spin up / spin down)	7.5 / 4.4	eV
DFT total energy	-264445.2680	eV
total charge	+2
M	800.70	g mol⁻¹
LUMO level (spin up / spin down)	-0.2922 / -0.4020	hartree
2S+1	2